(1)
ORCA calculation (the ωB97M-V functional and the def2-TZVPD basis) on a molecular structure, C4H22BO19.

Summary:
- Total charge: -1
- Total energy: -44089.4449 eV
- LUMO: 1.050 eV
- Multiplicity: 1
- Highest occupied orbital energy: -8.344 eV

XYZ file:
```
46
Properties=species:S:1:pos:R:3:forces:R:3
O 2.586614 0.814339 2.038256 2.01 0.84 2.62
C 1.993713 0.861852 1.020468 -4.61 -2.08 6.81
O 0.701401 0.583886 0.978385 -0.16 0.40 0.63
B 0.385031 0.385236 -0.409107 0.20 -0.28 0.05
O 1.595599 0.669787 -1.125293 0.05 -0.16 -0.33
C 2.488328 0.915279 -0.200331 7.34 3.09 -9.54
O 3.647971 1.305080 -0.454284 -2.66 -1.18 0.80
O -0.768526 1.209588 -0.770777 2.58 -0.74 0.41
C -1.629748 0.301862 -1.018740 -7.01 5.24 -1.40
O -2.759731 0.633198 -1.302022 -0.67 -0.46 -0.03
C -1.249466 -1.024216 -0.966314 2.44 -0.88 -0.03
O -0.037158 -1.017408 -0.624693 4.11 0.04 1.51
O -1.818144 -1.953015 -1.337965 -3.37 -4.32 -1.18
O -1.867465 -3.949210 0.983205 -1.12 -2.07 1.77
H -2.034581 -4.861371 1.424290 0.66 2.42 -1.37
H -1.205593 -4.076910 0.310695 0.44 -0.25 -0.38
O 5.912048 1.994427 -2.187219 1.18 1.24 0.80
H 5.084363 1.959005 -1.679302 0.06 -0.96 -1.14
H 6.092358 1.521993 -2.999751 -1.23 -0.35 0.33
O 1.858938 -3.025899 0.799742 -0.84 -0.11 -1.58
H 1.257659 -2.316547 0.564169 -1.03 -0.33 -1.89
H 2.022545 -2.521764 1.561473 1.95 0.05 3.09
O -2.718684 -2.674754 -3.997919 4.33 0.88 1.91
H -2.323992 -2.596288 -3.034826 -1.49 -0.22 -2.88
H -3.594806 -2.899061 -3.872721 -2.79 -0.67 0.75
O 5.343085 0.950237 3.360457 -0.28 0.71 0.24
H 4.496294 1.262023 3.018850 -0.15 -0.57 -0.51
H 5.609732 1.752468 3.824585 0.47 -0.21 0.19
O -0.179129 3.760265 -0.783189 -0.70 -0.24 -2.25
H 0.000249 3.663822 0.110336 0.81 0.37 2.91
H -0.622654 2.902958 -0.908055 0.02 0.64 -0.63
O -4.148173 2.746988 -3.313101 -1.00 0.34 0.75
H -3.262482 2.498795 -3.545034 0.56 -0.27 0.23
H -4.312597 2.560265 -2.350535 0.40 -0.06 -1.21
O 2.413134 1.868761 5.319120 0.64 1.78 -3.21
H 2.632082 2.070290 4.311655 -0.80 -0.83 3.26
H 2.468848 0.926710 5.381777 0.12 -0.99 -0.08
O -5.298709 1.827803 -0.950098 1.58 -1.26 1.78
H -4.567985 1.307419 -0.425034 -2.13 1.28 -1.83
H -5.919190 1.177266 -1.310577 0.45 0.09 0.16
O -4.604558 -2.766254 -1.793680 -0.27 2.48 2.04
H -4.027779 -2.478002 -1.010318 -0.67 -1.01 -1.70
H -5.163669 -1.932595 -1.833710 0.79 -1.56 -0.35
O 2.066269 -1.699739 3.178731 1.73 0.72 -0.04
H 2.324080 -0.791902 2.865511 -0.89 -0.97 0.54
H 1.134479 -1.846668 3.152890 -1.03 0.45 0.01
```
Forces are in eV/Å.

Atomic partial charges in e from the Mulliken method, atoms 1 to 2:
1 O -0.5208
2 C 0.4428

---

(2)
ORCA calculation (the ωB97M-V functional and the def2-TZVPD basis) on 7 unconnected molecules or ions with the total composition C4H22N2O8.

Summary:
- Total energy: -23862.6532 eV
- LUMO: 0.300 eV
- Multiplicity: 1
- SMILES: NCC[C@H](N)C(=O)O.O.O.O.O.O.O
- Highest occupied orbital energy: -9.389 eV

XYZ file:
```
36
Properties=species:S:1:pos:R:3:forces:R:3
N 1.412445 0.862746 0.465193 0.75 1.43 -3.32
C 0.598395 1.224438 -0.821846 -0.85 -2.43 2.63
C 1.002438 0.178562 -1.820542 -2.85 0.49 -2.01
C 1.716557 -1.015123 -1.263374 -1.55 -2.20 -2.90
N 1.045066 -2.225291 -1.856331 0.11 -0.63 3.39
C 1.755694 -1.169893 0.238222 3.98 -0.73 1.33
O 1.087268 -1.692484 1.106086 -1.90 -0.41 -0.70
O 3.149247 -1.218415 0.501367 -0.24 0.11 0.10
H 0.871239 1.357818 1.105607 -0.41 0.63 2.24
H 2.379353 1.243823 0.463277 -0.99 0.01 -0.08
H -0.455454 1.002534 -0.405389 1.53 -0.23 -1.11
H 0.494630 2.237785 -1.136197 0.94 0.77 -0.24
H 1.696032 0.470759 -2.543343 1.01 1.63 -1.15
H 0.061314 -0.064483 -2.558113 2.08 0.11 2.10
H 2.739475 -1.064390 -1.714138 -0.69 0.33 1.17
H 0.164347 -2.309047 -1.323929 0.41 -0.18 -1.37
H 0.932019 -2.281902 -2.841587 -0.15 0.54 -0.58
H 3.311648 -1.761136 1.300465 -0.52 0.59 -0.35
O -4.097541 0.092147 1.505411 -0.49 -0.71 -1.37
H -4.238673 -0.244638 0.576693 0.21 0.52 1.48
H -3.172477 -0.150904 1.692599 -0.60 0.29 -0.30
O -1.307597 3.191623 0.521094 -0.42 -3.04 0.07
H -2.201118 3.268799 0.188462 -0.46 0.53 -0.09
H -1.236328 2.169117 0.514628 -0.18 2.25 0.32
O -1.498194 0.176598 1.440886 -0.18 -3.09 -4.20
H -1.223762 0.390745 2.247238 1.55 2.63 5.72
H -1.139839 -0.750106 1.506833 -0.57 0.71 -0.98
O 1.185132 3.935242 0.546971 0.67 -3.12 0.45
H 0.938308 4.798345 0.422773 -0.35 3.68 -0.45
H 0.289739 3.553196 0.558655 0.35 -0.01 0.04
O -2.379762 -0.995379 -1.572047 0.33 0.56 0.68
H -1.938854 -0.175288 -1.866840 -0.36 -0.67 0.49
H -2.074679 -1.223970 -0.637222 -0.35 0.34 -1.78
O -1.395110 -2.352506 0.398325 -1.93 1.66 0.90
H -1.289682 -3.217738 0.128794 -0.42 -3.22 -0.92
H -0.495867 -2.114013 0.479189 2.53 0.88 0.78
```
Forces are in eV/Å.

Atomic partial charges in e from the Mulliken method, atoms 1 to 2:
1 N -0.3633
2 C 0.0122

---

(3)
ORCA calculation (the ωB97M-V functional and the def2-TZVPD basis) on 7 unconnected molecules or ions with the total composition C4H22O7.

Summary:
- Total energy: -18834.9849 eV
- LUMO: 0.190 eV
- Multiplicity: 1
- SMILES: CO.CO.CO.CO.O.O.O
- Highest occupied orbital energy: -9.373 eV

XYZ file:
```
33
Properties=species:S:1:pos:R:3:forces:R:3
C 14.329100 9.957980 -8.290380 0.08 1.05 1.06
O 14.077020 11.190310 -7.628700 -0.67 0.69 -1.81
H 13.935010 9.181500 -7.634730 0.22 -0.60 -0.46
H 13.836450 9.982480 -9.262390 -0.23 -0.07 0.18
H 15.399430 9.875140 -8.479150 0.19 -0.50 0.06
H 14.414390 11.287540 -6.735200 0.00 -0.39 0.20
C 17.764380 7.475920 -8.543060 0.94 1.20 0.55
O 17.363090 6.906310 -9.745090 -0.69 -1.09 -0.71
H 17.853190 6.773830 -7.714040 -0.09 -0.45 -0.35
H 18.749950 7.896490 -8.742740 0.35 0.08 0.44
H 17.183660 8.300510 -8.129630 -0.53 0.00 -0.38
H 16.711150 7.394200 -10.253550 0.03 0.28 0.48
C 18.250930 12.239510 -9.015690 -0.08 -0.39 -3.23
O 17.728170 12.135530 -7.754820 -0.05 0.47 1.06
H 18.971330 13.010610 -9.288670 0.59 0.14 1.07
H 18.613500 11.277220 -9.377160 0.38 -0.08 0.43
H 17.485890 12.462990 -9.759250 -0.61 -0.05 0.00
H 17.057880 12.820000 -7.692990 -0.23 -0.10 0.49
C 19.333420 12.140110 -3.214080 -0.92 0.30 0.42
O 18.892920 13.484570 -3.291860 -0.39 0.57 0.25
H 18.651490 11.635420 -2.529710 -0.18 -0.02 0.11
H 19.129530 11.700430 -4.190410 0.90 -0.37 -0.07
H 20.305260 12.030620 -2.732800 0.31 -0.07 -0.70
H 19.589030 14.144260 -3.334730 0.25 -0.42 -0.03
O 17.382940 10.075460 -5.996460 -0.32 -0.23 0.40
H 18.135660 9.538280 -5.749310 0.11 -0.38 -0.07
H 17.666920 10.538380 -6.784670 0.01 0.63 -0.39
O 19.487080 8.169270 -5.323130 -0.17 0.11 -0.11
H 19.324570 8.555620 -4.462570 0.01 0.00 0.41
H 20.287980 7.657620 -5.209100 0.22 -0.14 -0.10
O 14.925900 11.271470 -5.220050 -0.29 0.14 0.62
H 15.247930 11.765210 -4.465890 0.00 0.23 0.13
H 15.684370 10.771000 -5.520860 0.87 -0.53 0.07
```
Forces are in eV/Å.

Atomic partial charges in e from the Mulliken method, atoms 1 to 2:
1 C -0.4197
2 O -0.5947

---

(4)
ORCA calculation (the ωB97M-V functional and the def2-TZVPD basis) on 7 unconnected molecules or ions with the total composition C4H22O7.

Summary:
- Total energy: -18837.3960 eV
- LUMO: -0.199 eV
- Multiplicity: 1
- SMILES: CCO.CCO.O.O.O.O.O
- Highest occupied orbital energy: -9.609 eV

XYZ file:
```
33
Properties=species:S:1:pos:R:3:forces:R:3
C 2.447283 -3.052905 -0.112582 0.39 -0.49 -0.02
C 1.870670 -2.080347 -1.119896 -0.27 -0.09 0.17
O 2.076345 -0.733083 -0.752140 -0.09 0.19 -0.01
H 3.473676 -2.789780 0.154951 -0.09 0.18 -0.03
H 2.508046 -4.061128 -0.541869 -0.20 0.09 0.07
H 1.854893 -3.104465 0.801629 -0.01 0.08 -0.01
H 0.791765 -2.264101 -1.209214 0.07 -0.12 -0.22
H 2.327680 -2.232962 -2.097395 0.02 0.05 -0.04
H 1.357902 -0.490088 -0.150739 0.23 0.20 0.17
C -0.303660 0.643524 -3.284705 0.26 -0.04 -0.10
C -0.731363 1.512612 -2.124921 -0.32 0.09 0.26
O -2.149881 1.388679 -1.990626 0.00 -0.26 0.10
H 0.777912 0.517352 -3.361825 0.02 0.26 0.15
H -0.661493 1.083945 -4.217741 -0.08 -0.21 0.01
H -0.707736 -0.363255 -3.167672 -0.18 0.05 -0.07
H -0.486943 2.565772 -2.306924 0.16 -0.06 -0.05
H -0.260009 1.222838 -1.180800 0.19 -0.09 -0.13
H -2.397651 1.610027 -1.078519 -0.03 0.15 -0.15
O 0.089631 0.028051 1.226026 -0.02 -0.13 -0.03
H -0.705690 -0.512794 1.089100 0.08 -0.01 0.16
H -0.068767 0.536746 2.030426 -0.07 0.07 -0.20
O -1.310128 1.625228 3.162536 0.07 -0.01 0.24
H -1.184406 2.384477 3.743738 0.04 0.00 -0.07
H -1.614821 0.917348 3.743471 -0.10 0.04 -0.06
O 2.935580 1.383945 3.608710 -0.03 -0.04 -0.04
H 1.986011 1.289496 3.489306 0.02 -0.01 -0.02
H 3.314627 0.895469 2.869238 -0.01 0.03 0.02
O -2.012854 -1.571397 0.298784 0.07 0.07 -0.31
H -1.928077 -1.158487 -0.572514 -0.14 0.05 0.03
H -2.758149 -2.173265 0.216392 0.01 0.02 0.09
O -2.951929 2.086680 0.663200 0.13 -0.10 0.07
H -2.254850 1.942721 1.321036 -0.17 0.05 0.03
H -3.323598 2.953156 0.851533 0.05 0.00 -0.02
```
Forces are in eV/Å.

Atomic partial charges in e from the Mulliken method, atoms 1 to 2:
1 C -1.1233
2 C -0.0396

---

(5)
ORCA calculation (the ωB97M-V functional and the def2-TZVPD basis) on a molecular structure, C4H22O9Sr.

Summary:
- Total charge: +2
- Total energy: -23758.3062 eV
- LUMO: -5.772 eV
- Multiplicity: 1
- Highest occupied orbital energy: -17.306 eV

XYZ file:
```
36
Properties=species:S:1:pos:R:3:forces:R:3
Sr -0.333524 -0.089953 0.619605 0.20 0.04 -0.17
O -1.733760 1.779171 -0.392723 -0.34 0.11 0.03
H -2.525741 1.926523 0.133888 -0.11 0.12 -0.10
H -1.723015 2.508815 -1.021895 0.20 0.02 -0.06
O -0.962426 1.551428 2.483384 -0.09 0.24 0.22
H -0.378985 1.948402 3.138871 0.06 -0.05 0.05
H -1.791757 2.027387 2.592449 -0.01 0.06 0.06
O 0.547143 -0.996064 2.875081 0.30 0.07 0.04
H 1.508038 -1.057753 2.850377 0.05 -0.08 0.10
H 0.308306 -1.203399 3.785180 -0.17 0.00 0.01
O -2.756297 -0.537932 1.537366 -0.20 -0.09 -0.19
H -3.087347 -1.442158 1.469192 0.06 -0.08 0.13
H -3.539084 -0.011945 1.733725 -0.04 -0.03 0.16
O -0.430675 -2.767114 0.558298 0.03 0.16 -0.28
H -0.617027 -2.880505 -0.382516 -0.20 -0.11 -0.01
H -0.270319 -3.657057 0.889860 0.07 0.03 0.19
C -1.725971 -0.711398 -2.612714 -0.52 -0.36 0.11
C -0.275030 -0.727840 -2.903599 0.47 0.49 0.22
O 0.381502 0.189511 -1.984429 -0.27 -0.32 -0.28
O -1.916277 -1.181545 -1.250212 0.12 0.26 -0.57
H -2.231186 -1.385270 -3.309034 -0.03 0.03 0.06
H -2.125915 0.293927 -2.739396 -0.07 0.03 0.16
H -0.127538 -0.377247 -3.923409 0.10 -0.18 -0.09
H 0.133583 -1.729810 -2.770640 0.12 -0.04 -0.12
H 1.164857 0.519028 -2.433512 0.07 -0.02 0.10
H -2.864486 -1.175991 -1.086879 -0.04 -0.06 0.14
C 2.619175 1.715902 -0.173051 -0.49 0.37 0.05
C 3.212993 0.374338 0.130713 0.27 -0.56 0.13
O 2.176765 -0.636131 0.288241 0.44 0.44 0.23
O 1.532014 2.080709 0.698535 0.20 -0.61 -0.02
H 2.193683 1.735239 -1.171848 0.04 0.10 -0.05
H 3.400166 2.472375 -0.119483 0.10 0.00 -0.15
H 3.829843 0.405457 1.033390 -0.14 0.03 0.05
H 3.867286 0.085797 -0.694745 0.02 0.03 -0.01
H 2.622334 -1.422051 0.622271 -0.11 -0.18 -0.19
H 1.918669 2.377170 1.529647 -0.10 0.13 0.04
```
Forces are in eV/Å.

Atomic partial charges in e from the Mulliken method, atoms 1 to 2:
1 Sr 1.4722
2 O -0.3639

---

(6)
ORCA calculation (the ωB97M-V functional and the def2-TZVPD basis) on a molecular structure, C4H23B3NNiO.

Summary:
- Total charge: -1
- Total energy: -51101.0465 eV
- LUMO (alpha / beta): 3.052 / 2.842 eV
- Multiplicity: 3
- ⟨S²⟩: 2.015
- Highest occupied orbital energy (alpha / beta): -1.221 / -1.914 eV

XYZ file:
```
33
Properties=species:S:1:pos:R:3:forces:R:3
Ni 0.197700 -0.246058 0.694947 -4.92 1.07 -1.65
B 1.515562 -1.125096 0.155955 9.01 -6.85 -2.97
H 2.149315 -0.556682 -0.506997 3.32 0.96 -2.18
H 1.889818 -2.134978 0.221591 1.08 -4.19 0.42
H 1.432498 -0.678159 1.134527 5.68 -1.71 3.17
H 0.571265 -1.100912 -0.365550 -1.02 -3.30 -3.52
B 0.706319 1.092665 1.705923 3.44 6.69 5.74
H 1.000585 2.130577 1.725358 0.45 4.50 0.00
H -0.311589 0.906647 1.400132 -4.31 3.32 0.52
H 1.326274 0.676226 0.927163 5.18 2.80 2.72
H 0.928147 0.574578 2.626044 0.87 -0.44 3.77
B -0.427162 -1.214998 1.886582 -2.65 -6.85 9.75
H -0.936700 -1.847653 2.596760 -1.98 -2.62 2.41
H -0.936992 -0.268652 1.792984 -3.70 1.12 4.64
H 0.541285 -0.901280 2.244262 2.12 -1.32 3.80
H -0.261000 -1.672530 0.923622 -0.13 -6.12 -0.60
C -2.297935 -0.430275 -2.056174 -0.73 0.32 -0.98
C -1.095227 -0.391391 -1.158918 -2.01 0.07 -2.18
C -0.367744 0.957554 -1.272043 0.08 -0.88 -0.83
O 0.786026 0.726117 -0.466446 1.41 10.79 -13.60
C 1.925122 1.590484 -0.836006 -0.29 -0.54 -0.74
N -1.385051 -0.573468 0.255724 -10.79 2.19 -8.15
H -2.011277 -0.349273 -3.104688 0.20 0.17 -0.21
H -2.971547 0.403416 -1.857902 -0.15 0.12 0.08
H -2.891760 -1.344128 -2.037867 0.13 -0.17 0.51
H -0.478281 -1.267620 -1.358186 -0.01 0.45 -1.01
H -0.909848 1.797287 -0.837229 -0.49 -0.01 0.15
H -0.234882 1.172535 -2.332342 0.68 0.09 -0.14
H 1.608799 2.633342 -0.813808 -0.02 -0.04 -0.21
H 2.179106 1.156219 -1.802958 0.09 0.75 -0.46
H 2.844181 1.469067 -0.262679 -0.76 -0.32 0.66
H -2.046337 0.158306 0.473185 -0.48 1.05 0.40
H -2.038671 -1.341866 0.305034 0.72 -1.10 0.68
```
Forces are in eV/Å.

Atomic partial charges in e from the Mulliken method, atoms 1 to 2:
1 Ni -5.9307
2 B 2.4224